{"formula": "C39H74F13N9O13S2", "method": "ωB97M-V/def2-TZVPD", "elements": ["H", "N", "C", "C", "C", "C", "C", "C", "C", "C", "F", "F", "C", "F", "F", "C", "F", "F", "C", "F", "F", "S", "F", "F", "F", "F", "F", "S", "O", "O", "O", "C", "C", "C", "O", "C", "O", "H", "H", "H", "H", "H", "H", "H", "H", "H", "H", "H", "H", "H", "H", "H", "H", "H", "C", "N", "C", "C", "O", "H", "H", "H", "H", "H", "H", "H", "C", "N", "C", "C", "O", "H", "H", "H", "H", "H", "H", "H", "C", "N", "C", "C", "O", "H", "H", "H", "H", "H", "H", "H", "C", "N", "C", "C", "O", "H", "H", "H", "H", "H", "H", "H", "C", "N", "C", "C", "O", "H", "H", "H", "H", "H", "H", "H", "C", "N", "C", "C", "O", "H", "H", "H", "H", "H", "H", "H", "C", "N", "C", "C", "O", "H", "H", "H", "H", "H", "H", "H", "C", "N", "C", "C", "O", "H", "H", "H", "H", "H", "H", "H"], "positions_angstrom": [[3.15960, 2.96520, 5.20461], [3.36166, 2.30098, 4.42367], [3.84940, 3.03449, 3.33517], [4.22766, 2.14619, 1.99419], [2.96005, 1.84500, 1.00245], [2.62514, 3.24023, 0.19690], [1.26881, 3.19526, -0.72284], [-0.02784, 3.97509, -0.09184], [-0.48276, 3.47135, 1.40237], [-2.14384, 3.50636, 1.59794], [-2.36753, 3.79613, 3.03281], [-2.57533, 4.73394, 0.82908], [-2.81540, 2.11775, 1.04989], [-2.09906, 0.99814, 1.76913], [-2.59828, 2.06470, -0.41127], [-4.41714, 1.92778, 1.49508], [-5.07382, 3.22617, 1.13634], [-4.37391, 1.65244, 2.94916], [-5.10175, 0.77722, 0.56693], [-4.18714, -0.36408, 0.21366], [-5.43549, 1.41925, -0.76050], [-6.68587, 0.02447, 1.19006], [-7.52303, 0.71189, -0.18245], [-6.38455, -1.37935, 0.19147], [-5.95732, -0.77052, 2.51755], [-7.15939, 1.39679, 2.09109], [-8.17450, -0.71182, 1.64519], [0.96621, 1.40540, -1.19357], [0.30119, 1.40060, -2.60332], [0.13689, 0.59023, -0.17290], [2.52314, 0.66623, -1.30505], [3.10132, 0.51717, 0.05803], [4.62215, -0.05800, -0.13441], [4.94825, -1.39381, 0.81849], [4.29459, -1.34201, 2.13488], [5.21996, -1.79377, 3.19035], [6.44909, -1.31070, 3.41366], [3.99965, 4.20659, 3.36013], [4.82164, 1.20394, 2.35211], [4.99848, 2.80110, 1.36140], [2.02141, 1.65023, 1.71409], [3.58210, 3.64217, -0.38732], [2.42570, 4.06100, 1.04073], [1.53490, 3.76337, -1.73800], [0.21805, 5.14011, -0.01739], [-0.88978, 3.90383, -0.90956], [-0.00201, 2.46291, 1.74928], [-0.08278, 4.29950, 2.16366], [2.45685, -0.34219, 0.57511], [5.47299, 0.75648, -0.07481], [4.67684, -0.48077, -1.24993], [6.09581, -1.65321, 0.84984], [4.43651, -2.29959, 0.23291], [4.86416, -2.67530, 3.89040], [0.77755, -4.20817, 1.68531], [1.04509, -3.68808, 0.36087], [0.12060, -2.73412, -0.21583], [2.15102, -4.07165, -0.36800], [2.43607, -3.67204, -1.48946], [-0.19050, -4.71744, 1.67643], [0.74760, -3.37478, 2.39331], [1.55212, -4.91496, 1.99553], [-0.27588, -3.14287, -1.15010], [0.65758, -1.80686, -0.43678], [-0.70191, -2.52793, 0.47433], [2.78662, -4.79938, 0.16324], [5.96767, 0.92495, -5.88341], [5.20332, 0.37170, -4.78529], [3.75710, 0.39761, -4.85676], [5.80791, -0.17862, -3.67486], [5.22319, -0.66216, -2.71417], [5.70591, 1.98061, -6.00010], [5.71662, 0.38100, -6.79872], [7.04208, 0.83986, -5.69862], [3.36878, 0.96408, -4.00503], [3.37943, -0.62761, -4.79969], [3.42492, 0.86111, -5.78959], [6.90904, -0.14717, -3.72309], [10.05626, 1.63012, 2.56726], [8.71572, 1.79958, 2.04721], [7.60415, 1.82907, 2.97503], [8.46403, 1.93378, 0.69810], [7.35855, 2.07984, 0.19295], [10.10884, 0.68009, 3.10691], [10.27692, 2.45417, 3.25205], [10.79474, 1.62617, 1.76079], [6.91236, 1.01833, 2.72750], [7.07960, 2.78363, 2.87192], [7.95640, 1.71156, 4.00337], [9.37841, 1.89748, 0.08298], [-9.86552, -0.20251, -1.47600], [-10.53107, -1.47503, -1.66027], [-10.57880, -2.40626, -0.55219], [-11.12039, -1.82803, -2.85591], [-11.69762, -2.88435, -3.07863], [-8.82017, -0.38523, -1.21068], [-10.36027, 0.34155, -0.66611], [-9.90442, 0.39886, -2.38847], [-10.09201, -3.33963, -0.85050], [-11.62449, -2.61646, -0.30863], [-10.07302, -1.99061, 0.32347], [-11.02624, -1.04847, -3.63000], [5.00827, 8.98537, 0.23596], [4.54091, 7.61505, 0.24071], [4.71872, 6.81133, -0.95081], [3.93270, 7.05150, 1.34250], [3.51562, 5.90276, 1.41356], [4.49160, 9.53255, -0.55790], [6.08539, 8.99119, 0.04498], [4.81117, 9.47277, 1.19478], [3.73895, 6.47382, -1.30192], [5.32484, 5.93515, -0.70203], [5.21233, 7.38964, -1.73647], [3.84809, 7.74886, 2.19239], [-1.15545, -4.39396, -5.18185], [-1.91980, -4.94721, -4.08373], [-3.36601, -4.92131, -4.15520], [-1.31520, -5.49754, -2.97329], [-1.89992, -5.98107, -2.01261], [-1.41720, -3.33830, -5.29854], [-1.40649, -4.93792, -6.09715], [-0.08103, -4.47906, -4.99706], [-3.75434, -4.35483, -3.30347], [-3.74368, -5.94653, -4.09813], [-3.69820, -4.45780, -5.08803], [-0.21408, -5.46608, -3.02153], [-7.20965, -9.74579, -4.11108], [-6.75100, -8.40364, -3.82044], [-6.79263, -7.93127, -2.45206], [-6.27619, -7.56183, -4.80399], [-5.87419, -6.41907, -4.62760], [-8.25739, -9.83460, -3.80958], [-6.60272, -10.45767, -3.54403], [-7.12287, -9.97004, -5.17782], [-7.42662, -7.04094, -2.40205], [-5.78015, -7.66093, -2.13782], [-7.19013, -8.70418, -1.78877], [-6.28787, -8.02021, -5.80676], [-1.84557, 1.32041, 8.11962], [-1.57802, 1.84049, 6.79518], [-2.50251, 2.79446, 6.21848], [-0.47209, 1.45692, 6.06632], [-0.18705, 1.85653, 4.94486], [-2.81362, 0.81114, 8.11074], [-1.87551, 2.15379, 8.82762], [-1.07099, 0.61362, 8.42984], [-2.89899, 2.38570, 5.28421], [-1.96553, 3.72171, 5.99754], [-3.32503, 3.00064, 6.90864], [0.16351, 0.72919, 6.59755]], "forces_ev_per_a": [[0.2, -0.4, -0.8], [2.2, 3.9, -4.4], [-1.6, -3.1, 2.7], [0.9, 1.3, -0.1], [-1.1, 0.6, 0.9], [0.1, 0.6, 1.3], [1.5, 1.6, 0.0], [-0.4, 0.0, -0.8], [0.0, 1.1, 0.6], [2.7, 2.2, 0.3], [-0.2, -1.1, -4.2], [0.4, -3.7, 2.2], [0.8, -1.0, 0.3], [-2.2, 3.5, -2.6], [-0.9, -0.1, 4.8], [1.4, 1.7, 0.1], [1.7, -4.2, 1.7], [-0.9, 1.0, -4.8], [2.3, -0.2, -4.2], [-2.8, 4.3, 1.8], [1.8, -2.0, 4.6], [-4.4, -2.7, -0.7], [1.4, -1.3, 3.4], [-0.9, 2.9, 2.3], [-1.3, 2.2, -2.8], [1.5, -2.8, -1.6], [3.1, 1.6, -0.8], [-4.0, -3.3, -2.3], [3.1, 0.3, 4.7], [3.2, 3.2, -2.6], [-2.1, 2.2, 1.2], [0.8, -1.6, 2.0], [0.1, -0.6, -0.5], [-0.4, -0.1, -3.0], [3.6, -1.7, 2.6], [4.7, 2.3, 0.3], [-7.7, -2.8, -1.9], [-0.4, -2.5, -0.2], [-1.6, 1.7, -0.7], [-1.5, -1.5, 1.3], [2.0, 0.3, -1.5], [-2.2, -1.1, 1.0], [0.5, -1.9, -1.9], [-0.8, -1.7, 2.0], [-0.2, -2.7, -0.3], [1.7, 0.0, 2.0], [-1.3, 1.8, -0.9], [-1.1, -1.9, -1.5], [1.4, 1.9, -1.1], [-1.9, -1.5, 0.2], [-0.3, 1.1, 3.2], [-2.3, 0.9, 0.3], [1.0, 1.9, 1.4], [0.1, 2.0, -1.6], [-0.1, 0.1, -0.2], [1.4, -0.7, -0.6], [0.2, 0.1, -0.4], [-0.9, 0.5, 0.1], [-0.3, -0.2, 0.7], [0.1, 0.0, 0.2], [0.0, -0.2, 0.1], [-0.1, 0.1, -0.1], [-0.1, 0.2, 0.1], [-0.3, -0.1, 0.0], [0.2, -0.1, -0.1], [-0.1, 0.0, 0.1], [-0.2, -0.1, 0.1], [1.0, -0.6, 1.2], [-0.2, -0.1, 0.3], [-0.6, 0.4, -0.7], [0.6, 0.0, -2.1], [0.1, 0.0, -0.2], [0.1, 0.2, -0.1], [-0.2, 0.0, 0.0], [-0.2, -0.1, -0.1], [-0.2, 0.2, 0.0], [0.2, -0.1, 0.2], [-0.1, 0.0, -0.1], [-0.2, 0.0, 0.0], [0.0, 0.2, -1.6], [-0.4, 0.0, -0.2], [-0.2, -0.1, 1.0], [0.6, 0.0, 0.5], [0.2, 0.1, 0.0], [0.2, -0.1, 0.0], [-0.2, 0.0, 0.1], [0.1, 0.1, 0.2], [-0.1, -0.1, 0.1], [0.0, 0.0, -0.3], [0.0, 0.0, 0.1], [0.1, -0.3, 0.0], [-0.6, -0.2, -1.4], [-0.1, -0.2, -0.2], [0.1, -0.3, 0.8], [0.5, 0.7, 0.4], [-0.4, 0.1, -0.2], [0.2, 0.1, 0.0], [-0.1, -0.2, 0.1], [-0.1, 0.0, 0.2], [0.2, -0.1, 0.1], [-0.1, 0.0, -0.2], [0.1, 0.1, 0.1], [0.0, -0.1, -0.1], [-0.7, -0.5, 1.4], [-0.1, -0.3, 0.1], [0.4, 0.1, -0.8], [0.4, 0.8, -0.2], [0.1, 0.1, 0.1], [-0.1, 0.2, 0.0], [0.0, -0.2, -0.1], [0.2, -0.1, -0.1], [-0.1, 0.0, -0.2], [-0.1, 0.0, 0.2], [0.1, 0.1, -0.1], [-0.2, -0.1, 0.1], [1.0, -0.5, 1.1], [0.0, -0.3, 0.3], [-0.6, 0.3, -0.6], [0.1, 0.3, -0.6], [0.2, 0.0, -0.2], [0.1, 0.2, -0.1], [-0.2, 0.0, 0.1], [-0.2, -0.1, -0.1], [-0.1, 0.4, 0.0], [0.1, -0.1, 0.2], [0.0, 0.1, -0.1], [0.0, 0.2, 0.2], [0.5, 0.7, -1.2], [0.1, 0.3, 0.0], [-0.2, -0.1, 0.8], [-0.5, -0.9, 0.1], [0.1, -0.2, -0.1], [-0.2, -0.1, -0.1], [0.0, 0.1, 0.2], [0.1, -0.1, 0.2], [-0.2, 0.0, 0.1], [0.1, 0.1, -0.2], [0.0, -0.1, 0.1], [-0.1, 0.1, -0.2], [1.1, -0.5, -0.5], [0.1, 0.0, -0.3], [-0.5, 0.5, -0.2], [-0.5, -0.1, 0.9], [0.1, 0.0, 0.2], [0.0, -0.2, 0.1], [-0.1, 0.1, -0.1], [0.0, 0.2, 0.1], [-0.2, 0.0, -0.1], [0.2, -0.1, -0.1], [-0.1, 0.0, 0.1]], "lowdin_charge": [0.0218, 0.0415, -0.1509, -0.1442, -0.2180, -0.1380, -0.3015, -0.1529, -0.0613, -0.1746, 0.0034, -0.0202, -0.0988, 0.0212, 0.0544, -0.1173, 0.0403, 0.0451, -0.1933, 0.0314, 0.0173, 1.0978, -0.2279, -0.1962, -0.1701, -0.1711, -0.1877, 0.8502, -0.3707, -0.3540, -0.2509, -0.2539, -0.0764, -0.1461, -0.1399, -0.1292, -0.0658, 0.1074, 0.0977, 0.1134, 0.1450, 0.1362, 0.1046, 0.1534, 0.1411, 0.1314, 0.1195, 0.1490, 0.1545, 0.1070, 0.0752, 0.1408, 0.1326, 0.1627, -0.0657, -0.1949, -0.0324, -0.3437, -0.0049, 0.0897, 0.0875, 0.0808, 0.0869, 0.0662, 0.0947, 0.1264, -0.0672, -0.1989, -0.0328, -0.2672, -0.0120, 0.0883, 0.0892, 0.0836, 0.0856, 0.1018, 0.0897, 0.1366, -0.0651, -0.1948, -0.0455, -0.3125, -0.0122, 0.0911, 0.0878, 0.0829, 0.0604, 0.0868, 0.0964, 0.1283, -0.0662, -0.2024, -0.0450, -0.3295, -0.0006, 0.0611, 0.0946, 0.0897, 0.0946, 0.0930, 0.0735, 0.1275, -0.0639, -0.2035, -0.0450, -0.2993, -0.0201, 0.0904, 0.0905, 0.0856, 0.0904, 0.0938, 0.0895, 0.1333, -0.0675, -0.2052, -0.0561, -0.3378, -0.0105, 0.0886, 0.0858, 0.0847, 0.0967, 0.0682, 0.0905, 0.1271, -0.0686, -0.2077, -0.0456, -0.3097, -0.0037, 0.0887, 0.0886, 0.0835, 0.0939, 0.0959, 0.0873, 0.1308, -0.0694, -0.2078, -0.0500, -0.3227, -0.0028, 0.0881, 0.0873, 0.0837, 0.0760, 0.0928, 0.0886, 0.1302], "multiplicity": 1, "fmax_ev_per_a": 8.41, "total_energy_ha": -5095.41607, "smiles": "[H]/N=C/C[C@H]1C[C@H](CCC(F)(F)C(F)(F)C(F)(F)C(F)(F)S(F)(F)(F)(F)F)S(=O)(=O)O[C@H]1CCOC=O.CN(C)C=O.CN(C)C=O.CN(C)C=O.CN(C)C=O.CN(C)C=O.CN(C)C=O.CN(C)C=O.CN(C)C=O"}